The following is a DFT calculation (ωB97M-V with the def2-TZVPD basis set) of one molecule with the formula C2H4NP at a distorted geometry.

Output
Charge ... 0
Kohn-Sham gap ... 0.379 hartree
Relative energy (zero: lowest compared OMol25 entry of this formula, charge and spin) ... 52.1 kcal per mole

Each atom is followed by the atoms it is bonded to, with distances in Å.
Positions of all 8 atoms, in Å:
1 P 1.253 -0.545 -0.052  N2 1.776, C3 1.867, C4 1.806
2 N 0.821 1.119 -0.500  P1 1.776, C4 1.448, H8 1.017
3 C -0.574 -0.916 -0.149  P1 1.867, C4 1.834, H5 1.080, H7 1.179
4 C 0.054 0.624 0.625  P1 1.806, N2 1.448, C3 1.834, H6 1.152
5 H -1.247 -0.657 -0.953  C3 1.080
6 H 0.198 0.900 1.734  C4 1.152
7 H -0.944 -1.603 0.735  C3 1.179
8 H 0.439 1.077 -1.441  N2 1.017